Record 1
This record from the Open Molecules 2025 dataset describes 3 unconnected molecules or ions with the total composition C32H54N4O10 at a distorted geometry. The level of theory is ωB97M-V/def2-TZVPD.

Properties
total energy = -2222.92657 hartree
energy relative to the best compared isomer or geometry (same formula, charge and spin) = 340.99 kJ/mol
LUMO energy = 0.369 eV
orbital gap = 0.3184 hartree

```
100
Properties=species:S:1:pos:R:3:forces:R:3:mulliken_charge:R:1
C 5.777452 -2.587872 -0.784944 0.5 0.0 0.3 -0.79
O 5.244633 -1.351921 -1.181365 -0.1 0.3 -0.4 -0.38
C 4.055867 -1.466155 -1.966918 0.2 -0.1 1.0 -0.98
C 2.860975 -0.890474 -1.177289 0.6 -0.2 -1.1 0.04
C 2.658103 0.574873 -1.557739 0.0 -0.1 0.2 -2.12
C 1.345388 1.258653 -1.005413 2.0 -0.4 0.0 2.54
C 0.821700 0.411920 0.064961 -0.9 0.7 -0.6 -0.85
N 0.162428 -0.064893 0.867093 -0.1 -0.6 0.8 -0.73
C 1.764603 2.628932 -0.388527 -0.2 0.2 0.2 -1.25
C 2.115714 2.599288 1.095709 0.0 0.5 0.3 -1.03
C 3.365062 1.814117 1.406050 0.6 -0.2 -0.1 0.39
O 4.445082 2.139082 0.996908 -0.3 -0.1 -0.1 -0.54
O 3.234139 0.682612 2.137496 0.1 0.3 0.3 -0.48
C 0.295628 1.421066 -2.127210 -0.9 -0.2 0.1 2.28
C 0.546921 2.649532 -2.872466 0.2 -0.8 0.2 -0.71
N 0.746929 3.607115 -3.450694 0.2 1.1 -0.6 -0.61
C -1.170411 1.442141 -1.671207 -0.4 0.4 -0.3 -2.02
C -1.678920 2.771868 -1.090246 -0.3 0.0 0.5 -0.43
C -2.732801 2.541438 0.008485 0.3 0.2 -0.3 -1.47
C -4.143157 2.376771 -0.536362 -0.2 -0.4 0.1 -0.33
N -4.531971 0.982650 -0.744864 -0.3 0.1 -0.6 0.55
C -5.412148 0.608343 -1.733415 0.1 -0.7 0.2 -0.74
C -5.561289 -0.757185 -1.687366 0.1 -0.1 0.1 -0.56
C -4.752076 -1.241631 -0.631125 0.2 0.8 0.2 -0.78
C -4.138984 -0.140411 -0.067630 -0.1 -0.3 -0.1 -0.37
O 0.435729 0.380929 -3.159694 0.2 -0.1 0.2 -0.52
C 0.010368 -0.789954 -2.809282 -0.2 0.6 -0.2 0.63
N -0.424450 -1.813244 -2.528570 -0.1 -0.6 0.1 -0.56
H 6.073595 -3.210316 -1.630241 -0.2 -0.1 -0.2 0.35
H 5.111636 -3.145026 -0.120614 -0.2 -0.1 -0.1 0.29
H 6.683619 -2.385055 -0.220253 0.1 0.1 0.1 0.30
H 3.886411 -2.523614 -2.154142 -0.1 -0.1 -0.3 0.47
H 4.215570 -0.935811 -2.903142 0.0 0.0 -0.2 0.41
H 2.002815 -1.516744 -1.408982 -0.3 0.1 0.2 0.47
H 3.152182 -0.991849 -0.138671 -0.3 0.0 0.3 0.33
H 2.699081 0.665402 -2.638739 -0.2 0.1 -0.1 0.74
H 3.527298 1.111118 -1.193628 0.0 0.2 0.2 0.54
H 0.996497 3.384664 -0.512992 -0.1 -0.1 0.0 0.45
H 2.634312 3.005521 -0.915332 0.1 -0.1 -0.3 0.51
H 1.273507 2.324117 1.723520 -0.2 -0.3 -0.1 0.50
H 2.357802 3.622807 1.375532 0.1 0.2 0.0 0.48
H 2.442045 0.730677 2.689158 -0.2 -0.2 -0.3 0.39
H -1.760458 1.236525 -2.561903 0.0 -0.1 -0.1 0.71
H -1.400022 0.644156 -0.973552 0.4 -0.2 0.0 0.76
H -2.140046 3.366583 -1.873299 0.1 0.2 -0.2 0.68
H -0.902733 3.397705 -0.660642 0.2 -0.1 -0.1 0.11
H -2.406822 1.678252 0.581007 -0.2 -0.1 0.3 0.51
H -2.721966 3.387036 0.690411 0.0 0.2 0.0 0.41
H -4.209301 2.853272 -1.511073 0.0 0.1 -0.1 0.53
H -4.878767 2.877674 0.090090 0.0 0.0 0.2 0.04
H -5.892914 1.296220 -2.402648 0.1 0.3 0.0 0.48
H -6.170350 -1.359085 -2.337419 -0.1 0.1 -0.1 0.44
H -4.614016 -2.250192 -0.292787 0.0 -0.2 -0.1 0.44
H -3.464503 -0.101641 0.766044 0.1 0.1 0.1 0.49
C -10.309841 6.475201 3.362514 0.0 0.0 -0.1 -0.77
O -9.829149 6.143915 2.080454 0.1 -0.1 0.1 -0.25
C -8.513883 6.624760 1.867808 -0.3 0.0 -0.1 -0.62
C -7.915858 6.002193 0.626317 0.2 0.0 0.0 -0.49
O -7.376712 4.704934 0.842883 -0.1 0.0 0.0 -0.37
C -8.317074 3.641396 0.936933 0.2 -0.1 0.0 -0.63
C -8.867283 3.201463 -0.400250 -0.3 0.0 0.0 -0.44
O -9.926121 4.047263 -0.813604 0.1 0.2 0.0 -0.27
C -10.282324 3.821997 -2.157496 0.0 0.0 0.1 -0.77
H -10.312349 7.560907 3.515408 0.0 0.0 0.1 0.31
H -11.330868 6.107497 3.439731 0.0 0.0 0.0 0.23
H -9.703936 6.000049 4.142997 0.0 0.1 0.0 0.32
H -7.882465 6.389476 2.733680 0.1 0.0 0.0 0.35
H -8.555888 7.716035 1.741034 0.1 0.0 0.1 0.44
H -7.064962 6.616349 0.323892 0.0 0.0 0.0 0.39
H -8.635058 5.999337 -0.195023 -0.1 0.0 0.1 0.25
H -9.122472 3.883264 1.632628 -0.1 0.1 -0.1 0.29
H -7.754994 2.803427 1.354950 0.0 0.0 0.0 0.46
H -9.256407 2.177423 -0.312565 0.2 -0.1 0.0 0.48
H -8.061484 3.216146 -1.145681 0.0 -0.1 0.0 0.24
H -9.447171 4.055698 -2.828718 0.0 -0.1 0.0 0.31
H -11.116387 4.478930 -2.395180 0.0 0.0 0.0 0.24
H -10.594437 2.782795 -2.314538 0.0 0.0 -0.1 0.31
C 9.672317 -7.137052 -1.778211 -0.1 0.1 0.0 -0.79
O 8.914463 -6.966788 -0.603317 0.1 0.0 0.1 -0.18
C 8.470724 -8.205400 -0.075724 -0.1 0.3 -0.1 -0.60
C 7.933683 -8.023979 1.326241 0.0 -0.2 0.1 -0.39
O 8.943508 -7.995317 2.325243 0.0 0.1 -0.1 -0.46
C 9.682537 -6.787425 2.439568 0.1 -0.1 0.1 -0.43
C 8.931700 -5.681488 3.146214 0.0 0.2 -0.2 -0.62
O 8.054770 -5.027125 2.246397 -0.1 -0.1 0.0 -0.19
C 7.161067 -4.164513 2.910767 0.0 0.0 -0.1 -0.59
H 9.091201 -7.651865 -2.552589 0.0 0.0 0.0 0.31
H 9.946158 -6.149238 -2.143301 0.0 0.0 0.0 0.23
H 10.588363 -7.704121 -1.574964 0.0 -0.1 -0.1 0.31
H 9.298353 -8.925198 -0.058402 0.0 -0.1 0.0 0.34
H 7.671032 -8.594328 -0.722187 0.0 -0.1 0.0 0.43
H 7.325187 -8.898763 1.564478 0.0 0.0 0.0 0.38
H 7.291310 -7.143301 1.387139 0.1 0.1 -0.1 0.20
H 10.046121 -6.451771 1.466447 -0.1 0.1 0.0 0.22
H 10.550709 -7.043125 3.050487 0.0 0.0 0.0 0.39
H 9.650533 -4.945361 3.533710 0.0 -0.1 0.1 0.44
H 8.363634 -6.103229 3.984754 0.1 0.0 0.0 0.35
H 6.507833 -4.726277 3.588922 0.0 0.1 0.1 0.32
H 6.545476 -3.679794 2.155646 0.0 0.0 0.0 0.02
H 7.701453 -3.395000 3.474416 -0.1 0.0 0.1 0.32
```
Forces are in eV/Å.

***

Record 2
This record from the Open Molecules 2025 dataset describes a molecular structure, C32H55N4OP2V at a distorted geometry. The level of theory is ωB97M-V/def2-TZVPD.

Properties
spin multiplicity = 2
total energy = -3172.34725 hartree
LUMO energy (spin up / spin down) = -11.321 / -11.315 eV
charge = +3
orbital gap (spin up / spin down) = 0.2218 / 0.2193 hartree

```
95
Properties=species:S:1:pos:R:3:forces:R:3:lowdin_spin:R:1
C 2.467720 -1.289206 -0.883237 0.2 -0.1 0.1 0.01
C 1.401033 0.568230 -1.847755 -0.2 -0.5 0.0 0.00
C 3.387620 -1.335685 -1.929649 -0.2 -0.1 0.2 0.00
C 2.201187 0.468907 -2.983995 -0.3 0.3 0.1 0.01
C 3.221626 -0.477571 -3.011973 0.2 0.0 0.0 0.01
H 4.184640 -2.076387 -1.879216 -0.2 0.2 -0.2 0.00
H 2.024232 1.156630 -3.814255 0.2 -0.2 0.2 0.00
H 3.887248 -0.537063 -3.875818 -0.2 0.0 0.3 0.00
N 1.530083 -0.327844 -0.836467 -0.4 0.0 0.3 0.00
P 0.773428 -2.434691 0.985367 1.0 -1.3 0.0 -0.02
P 0.154958 2.316239 0.012478 0.4 0.0 -1.0 -0.02
C 2.450365 -2.335299 0.221211 0.3 0.2 -0.2 0.00
H 2.748975 -3.318532 -0.182671 -0.1 0.4 0.2 0.00
H 3.187045 -2.078760 1.003758 -0.3 -0.1 -0.2 0.00
C 0.299589 1.546160 -1.680460 -2.0 -0.7 -0.5 0.04
H 0.271537 2.306919 -2.467610 0.1 -0.3 0.1 0.00
C -1.446592 3.363002 -0.012503 -0.5 -0.1 0.3 -0.01
C 1.655889 3.451760 0.084807 -0.1 -0.1 0.3 0.00
C -0.212498 -3.552738 -0.187184 -0.4 0.1 -0.1 0.00
C 1.054082 -3.267254 2.651007 -0.2 0.2 0.1 0.00
C -2.587653 2.558417 0.626665 -0.2 -0.2 0.1 0.00
H -2.371102 2.330679 1.676103 -0.1 0.1 -0.1 0.00
H -3.507511 3.163799 0.586952 0.3 -0.2 0.0 0.00
H -2.780582 1.615947 0.102999 0.0 0.2 0.1 0.00
C -1.288177 4.648614 0.808577 0.2 0.2 0.1 0.00
H -0.983836 4.432699 1.840863 -0.1 0.1 -0.2 0.00
H -0.585640 5.358454 0.359465 -0.3 -0.2 0.2 0.00
H -2.267440 5.151602 0.851449 0.3 -0.2 0.0 0.00
C -1.855854 3.691655 -1.450993 0.1 0.0 -0.2 0.00
H -2.778123 4.293573 -1.421871 0.3 -0.2 0.1 0.00
H -1.106353 4.280019 -1.993566 -0.2 -0.2 0.1 0.00
H -2.074198 2.771419 -2.007500 -0.1 0.4 0.2 0.00
C 1.756869 3.960495 1.540329 0.2 0.3 0.1 0.00
H 1.456123 3.189425 2.267156 0.1 0.2 -0.1 0.00
H 2.806637 4.208623 1.751893 -0.3 0.0 0.0 0.00
H 1.157031 4.862061 1.708707 0.2 -0.3 0.0 0.00
C 2.945099 2.679960 -0.239788 0.0 -0.1 -0.1 0.00
H 3.128631 1.865113 0.466447 0.1 0.1 -0.2 0.00
H 2.945041 2.284785 -1.260918 0.1 0.2 0.3 0.00
H 3.780639 3.391372 -0.161755 -0.2 -0.2 0.0 0.00
C 1.513830 4.593591 -0.945588 0.2 0.3 -0.2 0.00
H 0.890921 4.335868 -1.812739 0.2 0.1 0.2 0.00
H 1.132709 5.518042 -0.495106 0.1 -0.3 -0.2 0.00
H 2.512206 4.821624 -1.347480 -0.3 0.0 0.1 0.00
C -0.317607 -3.598381 3.255854 -0.1 -0.1 0.2 0.00
H -0.158590 -3.993436 4.270223 -0.1 0.1 -0.3 0.00
H -0.946290 -2.699971 3.338593 0.2 -0.3 0.1 0.00
H -0.868438 -4.359644 2.689221 0.2 0.2 0.2 0.00
C 1.771857 -2.278667 3.582987 0.1 0.1 0.0 0.00
H 2.764622 -1.998118 3.207984 -0.2 -0.1 0.2 0.00
H 1.187610 -1.368454 3.761623 0.0 -0.1 0.0 0.00
H 1.911185 -2.779955 4.553074 0.0 0.2 -0.3 0.00
C 1.931088 -4.528730 2.532207 0.0 -0.2 0.0 0.00
H 2.791125 -4.382540 1.866124 -0.1 -0.1 0.2 0.00
H 2.325979 -4.758445 3.532176 -0.1 0.1 -0.3 0.00
H 1.369810 -5.407618 2.201068 0.2 0.3 0.1 0.00
C 0.125195 -3.203288 -1.642023 0.1 0.3 -0.1 0.00
H 1.156758 -3.462265 -1.912323 -0.2 0.0 0.1 0.00
H -0.545012 -3.769465 -2.307060 0.2 0.1 0.2 0.00
H -0.029430 -2.135283 -1.841364 0.0 -0.4 0.0 0.00
C -1.708400 -3.280406 0.052213 -0.3 0.0 -0.1 0.00
H -2.004882 -2.297841 -0.344075 0.1 -0.5 0.1 0.00
H -2.296758 -4.051531 -0.469041 0.1 0.2 0.2 0.00
H -1.982138 -3.315862 1.116689 0.1 -0.2 -0.2 0.00
C 0.090798 -5.043502 0.023061 0.1 -0.2 0.2 0.00
H 1.159527 -5.269069 -0.094839 -0.3 0.0 0.1 0.00
H -0.262907 -5.418077 0.990881 0.1 0.1 -0.3 0.00
H -0.448564 -5.609133 -0.753067 0.1 0.2 0.2 0.00
V 0.044874 -0.121685 0.747928 -4.8 -1.4 -2.7 0.81
C 1.507131 0.363174 1.778643 8.1 2.8 5.0 0.01
O 2.456456 0.649851 2.431370 -5.0 -1.6 -3.3 0.03
N -1.375365 -0.186095 -0.700314 2.3 1.6 1.3 0.09
C -1.219423 0.445912 -1.753336 1.5 1.0 -1.0 0.03
C -1.941950 0.339354 -3.115771 0.1 0.1 -0.1 0.01
C -1.452886 1.360805 -4.135056 0.1 0.4 -0.2 0.00
C -1.610257 -1.037957 -3.693242 0.2 -0.6 0.1 0.00
C -3.453672 0.486258 -2.858715 -0.4 -0.1 0.3 0.00
H -1.624598 2.393114 -3.819473 0.0 -0.1 -0.2 0.00
H -0.384529 1.227005 -4.344010 -0.2 0.0 -0.1 0.00
H -1.996296 1.215685 -5.080702 0.2 0.0 0.3 0.00
H -1.924644 -1.835127 -3.007604 0.0 0.1 -0.2 0.00
H -2.112065 -1.200025 -4.659685 0.1 0.2 0.4 0.00
H -0.526466 -1.124463 -3.858461 -0.2 -0.1 0.0 0.00
H -3.934140 1.133842 -3.606044 0.2 -0.3 0.2 0.00
H -3.931381 -0.502032 -2.878080 0.0 0.3 0.0 0.00
H -3.644403 0.920280 -1.869180 -0.1 0.0 -0.3 0.00
N -2.158128 -0.639335 2.764962 0.0 0.5 0.2 0.01
C -2.704216 -0.192074 3.913061 0.7 0.0 -0.7 0.00
C -1.913792 0.860795 4.351231 0.6 0.3 -0.2 0.00
C -0.893318 1.018884 3.409836 -1.1 -0.9 0.3 0.00
N -1.038555 0.087972 2.422977 -0.7 -0.2 0.3 0.00
H -2.543196 -1.357963 2.153428 0.3 0.3 0.1 0.00
H -3.586236 -0.642113 4.344054 0.0 0.0 -0.1 0.00
H -2.047168 1.450222 5.238111 -0.1 0.0 0.1 0.00
H -0.089796 1.740746 3.397705 0.0 -0.1 0.0 0.00
```
Forces are in eV/Å.